Entry from the Open Molecules 2025 dataset: a structure of composition C32H50NNaO2Se2 (ωB97M-V/def2-TZVPD).

Calculated values
- orbital gap (alpha / beta) (eV) = 5.61 / 5.62
- E (Ha) = -6419.77036
- relative energy (zero: lowest compared OMol25 entry of this formula, charge and spin) (eV) = 0.0000

Last column: Mulliken charge in e.
Atoms and positions in Å:
H: -4.25140 3.55587 -1.96995  0.3386
H: -4.16036 -0.74108 -1.50635  0.2798
N: 0.48675 -0.09059 -0.30164  -0.1985
C: -1.71838 0.61070 -1.09822  -0.1200
H: -1.20711 -5.15815 -1.38108  0.3691
C: 4.55929 3.15431 1.92240  -0.8607
H: -4.32609 0.30646 -0.08364  0.4045
C: 0.99079 1.88353 3.98023  -0.9687
C: -0.26090 3.80262 -4.72038  -1.6920
Na: 2.68662 0.69616 -0.07684  1.0248
C: -2.16318 -4.22527 0.33340  2.0839
H: -4.33244 -4.08797 0.39670  0.4891
H: -5.46164 1.14197 -3.51223  0.4670
C: -2.12519 -4.61357 -1.15207  -1.6867
C: -0.80933 -2.13913 0.03667  0.1410
H: 0.19081 2.89593 -5.12743  0.3793
H: -0.29353 5.38623 -1.63653  0.3395
H: -2.16297 -3.73336 -1.79551  0.2960
C: 0.10961 3.96833 -3.23495  1.9677
H: -1.50960 -1.85935 -0.73609  1.3419
O: 2.49412 -1.14190 1.24152  -1.0093
H: 3.50998 3.63146 3.73353  0.3905
H: -3.53882 -2.55572 0.02081  0.1407
H: 1.78965 -5.65767 2.27067  0.2980
C: 1.17065 -2.99820 1.86380  -0.1575
H: -0.17504 6.12179 -3.24297  0.4602
H: 1.02309 -2.79187 4.59930  0.3426
H: 7.09287 3.10461 0.18075  0.3095
H: -4.02875 2.02361 -4.04164  0.3350
H: -2.97697 -5.25145 -1.40012  0.4479
C: 1.41276 -1.75578 1.13167  1.8824
C: 1.37509 -3.76014 4.23712  -1.6374
H: 4.03381 -2.64214 2.36445  0.3759
H: 1.49454 0.98914 4.34025  0.2106
H: 1.88039 5.01858 -3.82514  0.5109
H: -3.51296 -3.17328 1.67464  0.3376
C: 0.37507 1.92007 -1.56646  1.8419
H: -3.94751 0.27399 -3.81603  0.3653
H: -3.04779 -6.10944 0.88950  0.4470
C: 1.62885 4.16961 -3.18382  -2.0709
H: -0.10559 -4.63978 2.13766  0.2748
C: -1.77119 2.50735 -2.53846  0.2275
H: 4.10160 3.79123 1.16423  0.3829
H: -5.63758 0.19129 -1.25767  0.4955
Se: 5.26844 1.56443 1.02708  0.1285
H: 1.97648 4.38101 -2.17582  0.3287
H: 3.95220 -3.28792 4.01171  0.5014
H: 2.16349 3.29368 -3.54929  0.3852
O: 1.57078 2.19716 -1.35057  -1.1647
C: 3.57540 2.80571 3.02576  -0.8216
C: -0.44012 2.76286 -2.44571  -0.2066
C: -3.97902 1.38443 -1.94684  1.9645
H: 6.75796 1.79237 -0.96336  0.3298
H: 0.10989 4.65605 -5.29235  0.4670
H: -1.33807 3.74065 -4.87554  0.3076
C: 2.13902 -3.58872 2.91167  1.9434
H: -1.62755 5.22517 -2.78332  0.3159
C: -4.55205 0.21382 -1.14794  -2.0112
H: 2.03295 -4.19118 4.99542  0.4722
H: 1.04018 2.67517 4.72401  0.3394
C: -2.17499 -5.51290 1.16044  -2.2535
C: -4.59906 2.68438 -1.41251  -1.7080
H: -2.20838 -0.14120 -0.50254  1.1688
H: -5.68775 2.64669 -1.49450  0.4433
H: 5.41630 3.68303 2.33799  0.4501
H: -1.28684 -6.11977 0.97272  0.4223
C: 0.03422 -3.70742 1.60741  0.0234
H: 5.65929 3.18455 -0.88084  0.2767
H: 3.29292 -5.41098 3.16482  0.4577
C: -3.46512 -3.46266 0.62300  -1.4564
H: 0.50925 -4.41479 4.13174  0.2919
H: 3.89395 1.91652 3.57165  0.3979
C: -0.29190 0.73270 -0.97894  -1.1082
C: 2.61968 -4.96717 2.42746  -1.6410
H: -2.37334 3.16175 -3.15738  0.4036
C: 0.30907 -1.28135 0.26935  -1.3607
H: 3.16149 -4.86972 1.48469  0.3589
C: -2.46093 1.46374 -1.83852  -1.5810
C: -4.37467 1.19688 -3.41928  -1.7700
H: -0.05014 1.64962 3.77053  0.3152
C: -0.96577 -3.33192 0.66275  -1.7518
Se: 1.78612 2.48299 2.31520  0.2311
C: -0.54067 5.25224 -2.69155  -1.6103
H: -2.23481 -5.30359 2.23067  0.3893
H: 3.13787 -1.77047 3.60054  0.2864
C: 6.30754 2.52962 -0.30355  -0.9648
C: 3.39162 -2.76351 3.23242  -1.9526
H: -4.33699 2.82906 -0.36273  0.3648